Below is a cluster of 6 separate species, C53H78BrClN5O16PS7 in total at a distorted geometry, with properties calculated with ωB97M-V/def2-TZVPD.

Its spin multiplicity is 1. The HOMO energy comes out at -7.43 eV. The energy comes out at -264120.596 eV. The charge is 0. The energy relative to the best compared isomer or geometry (same formula, charge and spin) comes out at 1679.3 kJ/mol. The SMILES is NC(=O)CCc1cc(CP(=O)(O)O)c2c(c1CCSc1nnco1)Sc1c(ccc(CCCCn3cccc3)c1CCCCl)N2CC(=O)Br.O=S1(=O)CCCC1.O=S1(=O)CCCC1.O=S1(=O)CCCC1.O=S1(=O)CCCC1.O=S1(=O)CCCC1. The orbital gap comes out at 0.2505 Ha.

Geometry as XYZ:
```
162
Properties=species:S:1:pos:R:3:mulliken_charge:R:1
N 7.6826 0.0704 -0.0202 -0.37
C 6.2719 0.1107 0.4480 0.13
O 5.8429 -0.5959 1.4113 -0.52
C 5.2927 1.1367 -0.3565 -0.41
C 3.8024 0.8064 0.1404 -1.26
C 2.6417 1.5735 -0.6435 0.17
C 2.3648 3.0604 -0.2013 -0.63
C 1.2605 3.9366 -0.8700 -0.29
C 1.1129 5.4444 -0.3604 -0.85
P 2.6280 6.3856 -1.0505 0.99
O 2.3851 7.8961 -1.1635 -0.70
O 2.9459 5.6527 -2.5833 -0.54
O 4.0368 6.1231 -0.0966 -0.51
C 0.4009 3.2645 -1.9754 -0.86
C 0.6708 1.7699 -2.4248 0.83
C 1.7993 0.9073 -1.7964 0.22
C 2.1103 -0.5838 -2.2768 -1.28
C 0.9788 -1.6655 -1.9241 0.67
S 1.5333 -3.2977 -2.7107 -0.15
C 3.2559 -3.1319 -3.3297 0.33
N 4.3856 -3.6562 -2.5811 -0.15
N 5.5358 -3.3508 -3.2722 -0.37
C 5.0931 -2.6476 -4.4462 0.02
O 3.6749 -2.4728 -4.5466 -0.21
S -0.4907 1.1645 -3.7649 -0.23
C -2.1108 1.9231 -3.1986 0.86
C -1.9668 3.4007 -2.6511 -0.66
C -3.2011 4.1750 -2.1175 -0.85
C -4.5634 3.4238 -2.1160 -0.84
C -4.7343 1.9544 -2.6683 0.11
C -6.2049 1.3412 -2.5739 0.42
C -7.3918 2.3335 -3.0152 -0.72
C -8.6365 2.1745 -1.9701 -0.19
C -9.6322 0.9824 -2.3681 -0.49
N -10.8867 0.9603 -1.5331 0.33
C -11.5996 2.0755 -0.9160 -0.27
C -12.8506 1.6521 -0.0964 -0.16
C -12.9311 0.0767 -0.2740 -0.70
C -11.6741 -0.2103 -1.1392 -0.30
C -3.4772 1.1755 -3.2295 0.63
C -3.6276 -0.3065 -3.7958 -1.09
C -2.7133 -1.4114 -3.0653 0.09
C -2.0260 -2.2999 -4.2164 -0.54
Cl -1.6410 -4.0274 -3.7095 -0.22
N -0.6539 4.0860 -2.6193 0.50
C -0.2108 4.5358 -3.9961 -0.05
C -1.4396 4.7823 -5.0033 0.42
O -1.6722 3.8860 -5.8511 -0.49
Br -2.5876 6.4187 -4.9144 -0.15
H 7.9224 1.0731 -0.1772 0.31
H 7.6877 -0.4436 -0.9158 0.29
H 5.4040 0.9951 -1.4864 0.33
H 5.5480 2.1894 0.0159 0.42
H 3.7266 1.1472 1.2456 0.48
H 3.5606 -0.3255 0.1717 0.46
H 2.9991 3.5031 0.6407 0.38
H 1.2635 5.4518 0.7890 0.43
H 0.1211 5.9435 -0.6200 0.25
H 3.4709 4.8318 -2.4097 0.33
H 4.6747 5.5370 -0.5658 0.33
H 2.2337 -0.5396 -3.4276 0.50
H 3.1045 -0.8896 -1.7886 0.31
H 0.0344 -1.3694 -2.4913 -0.66
H 0.8300 -1.8656 -0.8109 0.51
H 5.7242 -2.1980 -5.2783 0.36
H -3.0374 5.2448 -1.7576 0.42
H -5.4641 3.9803 -1.6914 0.28
H -6.3567 0.3572 -3.1312 0.10
H -6.3808 1.0980 -1.4529 -0.44
H -7.7656 1.9961 -4.0466 0.34
H -7.1278 3.4424 -3.0086 0.34
H -9.2709 3.1434 -1.9342 0.32
H -8.2853 1.9805 -0.8980 0.14
H -9.1043 -0.0439 -2.2864 0.26
H -10.0076 1.0353 -3.4638 0.18
H -11.2841 3.1822 -0.9765 0.17
H -13.5814 2.3024 0.5026 0.31
H -13.7233 -0.6358 0.1406 0.32
H -11.4980 -1.3064 -1.4112 0.30
H -3.3446 -0.3114 -4.9181 0.64
H -4.7105 -0.7107 -3.7649 -0.08
H -3.3984 -2.1204 -2.4736 0.22
H -1.9838 -0.9197 -2.3384 0.29
H -1.1283 -1.7576 -4.6839 0.22
H -2.8081 -2.3902 -5.0666 0.50
H 0.4615 5.4719 -3.8686 0.30
H 0.4886 3.7366 -4.4583 0.26
C -17.3728 5.0658 3.1647 -0.59
C -17.8346 4.5594 1.7969 -0.65
C -16.5834 4.3197 0.9498 -0.65
S -15.2672 3.9359 2.0996 1.17
O -14.2833 4.9918 2.0418 -0.69
O -14.9109 2.5397 1.9671 -0.72
C -16.2349 4.1444 3.5837 -0.71
H -18.1845 5.0583 3.8951 0.34
H -17.0083 6.0943 3.0739 0.30
H -18.3805 3.6186 1.9222 0.30
H -18.5098 5.2673 1.3107 0.32
H -16.7173 3.4843 0.2615 0.35
H -16.2974 5.2157 0.3961 0.40
H -15.6144 4.5610 4.3769 0.39
H -16.6118 3.1620 3.8771 0.35
C 5.5881 -4.4838 2.4379 -0.69
C 6.7450 -3.4843 2.3852 -0.36
C 7.7376 -3.8739 3.4821 -0.79
S 7.5560 -5.6380 3.7179 1.29
O 7.0333 -5.8742 5.0443 -0.73
O 8.7398 -6.3101 3.2244 -0.78
C 6.2342 -5.8592 2.5407 -0.80
H 4.9459 -4.4073 1.5579 0.39
H 4.9735 -4.2911 3.3235 0.30
H 7.2340 -3.5445 1.4073 0.27
H 6.3983 -2.4584 2.5144 0.26
H 8.7654 -3.6518 3.1922 0.35
H 7.5031 -3.3810 4.4273 0.42
H 5.5492 -6.6311 2.8911 0.41
H 6.6810 -6.1561 1.5891 0.37
C 11.1928 -7.4198 6.2499 -0.66
C 10.7258 -7.9271 4.8843 0.16
C 11.9735 -8.1587 4.0302 -0.71
S 13.2987 -8.5365 5.1716 1.16
O 14.2769 -7.4740 5.1097 -0.66
O 13.6634 -9.9293 5.0352 -0.68
C 12.3384 -8.3351 6.6617 -0.73
H 10.3851 -7.4327 6.9849 0.38
H 11.5511 -6.3890 6.1583 0.31
H 10.1857 -8.8714 5.0117 0.33
H 10.0436 -7.2220 4.4022 -0.28
H 11.8406 -8.9939 3.3416 0.36
H 12.2511 -7.2603 3.4759 0.37
H 12.9611 -7.9159 7.4519 0.41
H 11.9689 -9.3200 6.9562 0.35
C -5.6148 -1.0888 2.4834 -0.75
C -4.1684 -1.5797 2.3960 -0.64
C -4.0336 -2.3823 1.1005 -0.58
S -5.2482 -1.7138 -0.0305 0.97
O -6.2388 -2.7308 -0.2965 -0.73
O -4.5702 -1.0012 -1.0920 -0.39
C -5.9448 -0.5284 1.1064 -0.62
H -5.7409 -0.3354 3.2637 0.36
H -6.2770 -1.9297 2.7145 0.32
H -3.4926 -0.7186 2.3679 0.30
H -3.8934 -2.1835 3.2638 0.34
H -3.0388 -2.2798 0.6649 0.23
H -4.2636 -3.4376 1.2577 0.40
H -7.0156 -0.4271 0.9288 0.43
H -5.4432 0.4282 0.9402 0.31
C 12.7124 1.6557 0.9660 -0.60
C 12.0671 0.4942 0.2072 -0.80
C 10.7161 0.9840 -0.3168 -0.51
S 10.8766 2.7511 -0.5417 1.17
O 9.9938 3.4150 0.3913 -0.65
O 10.8732 3.0540 -1.9553 -0.68
C 12.5472 2.8770 0.0711 -0.69
H 13.7635 1.4606 1.1882 0.35
H 12.1892 1.8129 1.9149 0.30
H 12.7070 0.2081 -0.6340 0.33
H 11.9478 -0.3867 0.8420 0.33
H 10.4626 0.5196 -1.2708 0.42
H 9.9193 0.8072 0.4062 0.30
H 12.6790 3.8197 0.6017 0.39
H 13.2216 2.8305 -0.7869 0.35
```



Below is a cluster of 11 separate species, C53H82N16O13 in total at a distorted geometry, with properties calculated with ωB97M-V/def2-TZVPD.

Its spin multiplicity is 1. The HOMO energy comes out at -8.14 eV. The energy comes out at -106745.579 eV. The charge is 0. The SMILES is O=C1c2ccccc2C(=O)c2ccccc21.O=C1c2ccccc2C(=O)c2ccccc21.CC1(C)CCCC(C)(C)N1O.CC1(C)CCCC(C)(C)N1O.NC(N)=O.NC(N)=O.NC(N)=O.NC(N)=O.NC(N)=O.NC(N)=O.NC(N)=O. The orbital gap comes out at 0.2559 Ha.

Geometry as XYZ:
```
164
Properties=species:S:1:pos:R:3:mulliken_charge:R:1
C 5.6214 27.9486 -42.0819 -0.63
C 4.7477 29.0059 -41.8602 -0.46
C 3.7742 28.9077 -40.7965 -0.50
C 3.6776 27.7563 -40.0630 0.10
C 4.6220 26.7562 -40.2162 0.51
C 5.5851 26.8153 -41.1873 -0.59
C 4.7938 25.4644 -39.3919 0.59
O 5.6046 24.5443 -39.7081 -0.67
C 3.6988 25.3250 -38.3268 -0.04
C 3.6804 24.3059 -37.3728 -0.85
C 2.5672 24.0757 -36.5777 -0.89
C 1.6583 25.0576 -36.4543 0.41
C 1.7471 26.2317 -37.2256 -0.96
C 2.7419 26.3816 -38.1875 0.19
C 2.7541 27.6044 -38.9443 0.80
O 1.8962 28.4415 -38.7204 -0.68
H 6.4196 28.1510 -42.7808 0.36
H 4.8389 29.7557 -42.6322 0.37
H 3.0569 29.7143 -40.7604 0.44
H 6.2856 26.0200 -41.3949 0.45
H 4.4370 23.5401 -37.4584 0.51
H 2.5000 23.1513 -36.0232 0.46
H 0.8108 24.8544 -35.8165 0.47
H 0.9623 26.9520 -37.0474 0.51
C -7.3870 19.2067 -38.7369 -0.41
C -6.7963 18.0880 -38.1092 -0.74
C -5.7327 18.3625 -37.2082 -0.44
C -5.2131 19.6576 -36.9746 -0.02
C -5.8678 20.6868 -37.6410 0.41
C -6.9580 20.5072 -38.4033 -0.36
C -5.2646 22.0656 -37.5267 0.39
O -5.7191 23.0193 -38.2310 -0.69
C -3.9111 22.2960 -36.8051 0.57
C -3.2202 23.5432 -36.8219 -0.79
C -2.0635 23.6926 -36.0560 -0.52
C -1.5168 22.6053 -35.3430 -0.72
C -2.1784 21.3860 -35.3613 -0.12
C -3.4204 21.2599 -36.0031 -0.20
C -4.0911 19.8920 -35.9202 0.28
O -3.4204 19.0093 -35.3782 -0.60
H -8.1545 19.0187 -39.4731 0.38
H -7.2195 17.0997 -38.2124 0.40
H -5.3522 17.5456 -36.6130 0.45
H -7.5283 21.3383 -38.7912 0.46
H -3.6813 24.3056 -37.4323 0.50
H -1.5474 24.6200 -35.8562 0.50
H -0.6964 22.6522 -34.6421 0.56
H -1.7666 20.5675 -34.7897 0.75
C -0.2997 17.1125 -35.2934 0.38
O -0.9631 16.7537 -34.3006 -0.76
N 0.3065 18.2895 -35.4465 0.39
N -0.3353 16.5939 -36.4862 -0.20
H 0.1705 18.8936 -34.6486 -0.13
H 0.5350 18.7747 -36.3024 -0.09
H -0.8928 15.7821 -36.7103 0.23
H 0.2118 17.0218 -37.2194 0.14
C 6.4027 20.5221 -30.8682 0.47
O 5.3293 20.4384 -31.4201 -0.67
N 6.7506 21.2411 -29.8814 -0.41
N 7.4659 19.8965 -31.3233 -0.32
H 7.7237 21.1802 -29.6178 0.14
H 6.0532 21.8597 -29.4929 0.25
H 8.2695 19.8337 -30.7147 0.22
H 7.1747 19.1744 -31.9666 0.16
C 2.4207 18.8440 -29.1229 0.57
O 2.6814 18.4848 -28.0238 -0.65
N 2.5812 20.0683 -29.6107 -0.07
N 1.7989 18.0526 -29.9192 -0.32
H 2.1008 20.4519 -30.4121 0.03
H 2.8585 20.5515 -28.7682 0.15
H 1.8608 18.1536 -30.9222 0.17
H 1.2826 17.2499 -29.5888 0.18
C 7.2776 22.3673 -34.4886 0.65
O 7.4176 23.4084 -33.8280 -0.70
N 7.1594 21.1617 -34.1692 -0.31
N 7.1206 22.4905 -35.7704 -0.42
H 7.0508 21.1119 -33.1663 0.18
H 6.9858 20.3769 -34.7808 0.15
H 6.7107 21.6382 -36.1251 0.14
H 6.9163 23.4216 -36.1040 0.22
C -2.1728 21.9656 -30.9156 0.69
O -2.6723 21.5518 -31.9386 -0.62
N -2.4117 23.0906 -30.3035 -0.40
N -1.1222 21.4141 -30.3445 -0.33
H -3.2000 23.6324 -30.6278 0.24
H -1.9110 23.1934 -29.4324 0.16
H -0.6821 21.8292 -29.5358 0.10
H -0.7561 20.4833 -30.4846 0.14
C 5.8323 17.8135 -33.5209 0.77
O 6.7867 17.7598 -32.8218 -0.81
N 4.7785 18.4149 -33.2841 0.03
N 5.5488 17.0389 -34.4763 -0.32
H 4.9180 19.1145 -32.5691 -0.01
H 3.9884 18.4830 -33.9097 0.03
H 4.6468 16.9344 -34.9184 0.17
H 6.3570 16.4373 -34.5470 0.26
C 2.4311 21.1034 -33.6082 -0.70
O 1.5660 20.8604 -34.4892 -0.27
N 2.0858 21.1075 -32.3384 0.30
N 3.7545 21.3313 -33.6233 1.39
H 2.6486 21.4578 -31.5764 0.11
H 1.1293 20.8965 -32.0919 -0.14
H 4.2254 21.2669 -34.5145 -0.12
H 4.2881 21.4260 -32.7711 -0.19
C 2.6629 24.5958 -32.1582 -1.87
C 3.6235 25.7970 -32.4426 1.85
C 4.4706 25.4897 -33.7665 -0.09
C 5.2508 26.6259 -34.2974 -0.90
C 4.2762 27.8145 -34.5063 -0.97
C 3.4302 28.3402 -33.3261 1.66
N 2.8331 27.0670 -32.6768 0.25
O 1.9249 27.3147 -31.6955 -0.47
C 4.4206 29.0086 -32.2602 -1.50
C 2.3237 29.3246 -33.9674 -1.56
C 4.5868 25.8802 -31.2161 -1.45
H 1.9830 24.9533 -31.3849 0.73
H 3.0417 23.6068 -31.9000 0.18
H 2.1434 24.3716 -33.0898 0.10
H 4.9114 24.4947 -33.7048 0.13
H 3.8586 25.2988 -34.6480 -0.83
H 5.6070 26.2451 -35.2546 0.48
H 6.1891 26.9248 -33.8301 0.43
H 3.6484 27.5187 -35.3468 -0.28
H 4.7735 28.7036 -34.8939 0.61
H 4.1969 28.6890 -31.2424 0.20
H 5.4739 28.9046 -32.5207 0.31
H 4.4417 30.0968 -32.2010 0.48
H 1.9959 28.9853 -34.9500 0.23
H 1.3680 29.1586 -33.4700 0.42
H 2.6759 30.3204 -34.2365 0.41
H 5.6276 26.1478 -31.3979 0.33
H 4.5320 25.0174 -30.5523 0.30
H 4.2309 26.5577 -30.4399 0.33
H 2.4373 27.3711 -30.8857 0.40
C 0.4400 18.4886 -41.3668 -1.94
C 1.6520 18.2899 -40.4491 1.19
C 2.8612 18.9110 -41.2379 -0.97
C 4.1468 18.8936 -40.5460 -1.00
C 4.1056 19.5394 -39.1651 -1.04
C 2.8133 19.1521 -38.3197 2.35
N 1.6412 19.0462 -39.2210 0.24
O 0.5204 18.6636 -38.4808 -0.47
C 3.1238 17.9089 -37.4032 -1.64
C 2.4841 20.4652 -37.5578 -1.99
C 1.8991 16.7094 -40.3011 -1.50
H 0.4165 18.0771 -42.3759 0.41
H 0.3011 19.5455 -41.5940 0.42
H -0.4735 18.1049 -40.9124 0.38
H 3.1159 18.3852 -42.1581 0.45
H 2.6195 19.9389 -41.5082 0.38
H 5.0394 19.2297 -41.0737 0.44
H 4.2855 17.8268 -40.3709 0.35
H 4.1616 20.6222 -39.2767 0.31
H 4.9138 19.1908 -38.5221 0.36
H 2.3078 17.5653 -36.7675 0.31
H 3.3928 16.9859 -37.9169 0.31
H 3.9915 18.0309 -36.7550 0.33
H 1.5939 20.4053 -36.9317 0.11
H 3.1549 20.5874 -36.7074 0.05
H 2.0563 21.2169 -38.2212 0.65
H 2.8110 16.3425 -39.8300 0.28
H 1.6973 16.1582 -41.2196 0.42
H 1.1530 16.4806 -39.5400 0.32
H 0.1730 19.5584 -38.4922 0.36
```